{
  "formula": "C5H6HgLiO4",
  "method": "ωB97M-V with the def2-TZVPD basis set",
  "species": ["C", "C", "C", "C", "O", "O", "Hg", "Li", "H", "H", "H", "H", "H", "H", "O", "O", "C"],
  "positions_angstrom": [[-0.339, 1.067, 1.526], [1.022, 1.619, 1.095], [2.164, 0.771, 1.568], [2.833, -0.123, 0.788], [3.612, -1.076, 1.227], [-0.772, -0.049, 0.769], [-0.908, -0.629, -1.128], [2.261, -1.513, 2.437], [-1.110, 1.851, 1.468], [-0.268, 0.723, 2.572], [1.095, 2.645, 1.493], [1.033, 1.709, -0.003], [2.374, 0.780, 2.648], [2.662, -0.072, -0.306], [0.330, -1.857, 2.237], [-0.736, -2.426, 0.332], [-0.360, -1.728, 1.261]],
  "spin_multiplicity": 2,
  "e_above_lowest_kj_mol": 0.00,
  "s_squared": 0.75,
  "gap_ev": [7.64, 5.12],
  "molar_mass_g_mol": 337.63
}